Record 1
The following is a quantum chemistry calculation of a structure of composition C28H77AsF6N7O7 in a non-equilibrium geometry, from the OMol25 dataset.

The geometry in ORCA input format:
```
! wB97M-V def2-TZVPD RIJCOSX def2/J DEFGRID3
* xyz 0 2
As -15.605 19.875 2.459
F -14.336 19.332 1.274
F -14.544 19.456 3.944
F -16.868 20.497 3.607
F -16.750 20.073 1.134
F -16.138 18.130 2.580
F -14.990 21.582 2.312
C -18.702 22.492 1.025
C -19.892 21.844 0.213
C -21.366 21.658 0.936
O -21.325 20.664 1.989
C -21.188 21.236 3.289
N -20.043 22.620 -0.983
H -18.473 21.851 1.876
H -18.877 23.559 1.164
H -17.791 22.509 0.426
H -19.599 20.833 -0.070
H -22.062 21.434 0.127
H -21.858 22.572 1.271
H -22.097 21.826 3.408
H -20.334 21.912 3.298
H -21.188 20.463 4.058
H -19.122 22.846 -1.331
H -20.400 23.562 -0.916
C -13.013 12.683 6.049
C -13.621 13.615 7.122
C -14.473 14.843 6.601
O -13.810 15.580 5.610
C -14.608 16.234 4.614
N -14.489 12.766 7.922
H -12.583 11.801 6.525
H -12.273 13.264 5.499
H -13.783 12.384 5.338
H -12.764 13.968 7.697
H -14.924 15.461 7.377
H -15.325 14.382 6.102
H -15.428 16.857 4.971
H -14.906 15.481 3.885
H -13.938 16.866 4.031
H -13.981 12.074 8.455
H -14.881 13.367 8.633
C -15.500 22.118 -2.645
C -15.036 20.871 -1.865
C -13.857 20.008 -2.503
O -14.301 19.481 -3.784
C -13.306 19.428 -4.770
N -14.471 21.397 -0.580
H -16.287 22.680 -2.144
H -15.796 22.057 -3.692
H -14.748 22.906 -2.608
H -15.832 20.153 -1.666
H -13.559 19.244 -1.785
H -12.948 20.594 -2.633
H -12.327 19.120 -4.400
H -13.260 20.322 -5.391
H -13.637 18.576 -5.364
H -14.178 20.629 0.006
H -15.187 21.867 -0.044
C -20.723 17.552 1.808
C -19.225 17.666 2.087
C -18.715 16.422 2.898
O -19.573 16.147 4.058
C -19.706 14.860 4.602
N -18.480 17.798 0.837
H -21.050 17.875 2.797
H -20.971 16.511 1.602
H -21.102 18.180 1.002
H -19.093 18.593 2.646
H -17.667 16.359 3.190
H -18.585 15.591 2.204
H -18.656 14.580 4.683
H -20.345 14.215 3.998
H -20.213 14.849 5.566
H -18.439 18.780 0.605
H -17.513 17.848 1.126
C -12.142 15.363 -2.528
C -13.629 15.014 -2.432
C -14.343 15.554 -1.187
O -15.616 14.969 -1.170
C -16.373 15.030 0.050
N -14.293 15.651 -3.556
H -11.562 14.899 -1.730
H -11.937 16.430 -2.612
H -11.782 14.912 -3.453
H -13.925 13.978 -2.595
H -14.312 16.643 -1.203
H -13.802 15.125 -0.344
H -16.428 16.012 0.519
H -15.899 14.394 0.798
H -17.372 14.597 0.100
H -14.122 16.643 -3.639
H -15.285 15.467 -3.516
C -11.509 21.518 2.349
C -11.386 22.884 2.913
C -10.336 23.829 2.372
O -10.500 25.105 3.007
C -9.497 25.945 2.576
N -12.779 23.382 2.744
H -10.709 20.895 2.749
H -11.423 21.642 1.270
H -12.289 20.851 2.717
H -11.354 22.844 4.002
H -10.455 24.005 1.302
H -9.376 23.445 2.718
H -8.510 25.493 2.670
H -9.461 26.917 3.068
H -9.663 26.263 1.546
H -13.478 22.675 2.924
H -12.951 23.512 1.757
C -14.241 19.019 7.976
C -15.701 18.627 7.765
C -16.547 18.925 9.042
O -17.850 18.299 8.980
C -18.522 18.276 10.248
N -16.166 19.575 6.680
H -13.504 18.876 7.186
H -14.047 18.361 8.823
H -14.279 20.102 8.100
H -15.738 17.552 7.590
H -16.650 19.998 9.201
H -15.973 18.579 9.902
H -19.550 17.957 10.075
H -18.597 19.247 10.738
H -18.002 17.655 10.977
H -17.158 19.444 6.818
H -16.063 19.244 5.732
*
```

As for the relative energy (zero: lowest compared OMol25 entry of this formula, charge and spin): 1.134 eV. The calculation puts the energy at -4857.65471 a.u. The frontier orbital gap (alpha / beta) is 7.76 / 2.61 eV. The HOMO energy (alpha / beta) comes out at -8.27 / -8.27 eV.

=====

Record 2
The following is a quantum chemistry calculation of a cluster of 11 separate species, C28H77BrClO14PS11 in total in a non-equilibrium geometry, from the OMol25 dataset.

The geometry in ORCA input format:
```
! wB97M-V def2-TZVPD RIJCOSX def2/J DEFGRID3
* xyz 0 1
O -2.433 -3.774 -2.777
C -2.912 -4.277 -1.788
O -2.311 -5.367 -1.215
C -4.173 -3.889 -1.073
C -4.053 -3.281 0.353
C -2.693 -3.257 1.067
P -1.805 -1.662 1.286
Br -2.419 -0.965 -0.942
C -1.109 -2.169 3.005
C 0.270 -1.584 3.357
C 0.270 -0.094 3.766
C 1.445 0.733 3.193
S 0.768 1.985 2.139
O 0.463 3.151 2.925
O -0.235 1.402 1.294
Cl 2.361 2.469 0.955
H -1.547 -5.553 -1.785
H -4.773 -4.797 -0.968
H -4.715 -3.209 -1.736
H -4.490 -2.277 0.343
H -4.716 -3.885 0.982
H -2.842 -3.593 2.099
H -1.966 -3.945 0.628
H -2.531 -0.567 1.749
H -0.502 -1.517 0.816
H -1.826 -1.914 3.795
H -1.001 -3.262 3.001
H 0.953 -1.776 2.517
H 0.686 -2.152 4.197
H -0.680 0.355 3.464
H 0.356 -0.044 4.855
H 1.976 1.272 3.978
H 2.175 0.141 2.643
C -0.065 -1.757 -7.145
S -1.669 -1.854 -6.354
O -2.609 -1.060 -7.204
C -1.256 -0.817 -4.956
H -0.126 -2.310 -8.081
H 0.166 -0.711 -7.352
H 0.690 -2.200 -6.495
H -0.926 0.158 -5.316
H -0.480 -1.298 -4.362
H -2.154 -0.714 -4.349
C -3.908 3.312 -0.014
S -3.089 2.775 1.489
O -3.915 1.678 2.076
C -3.478 4.248 2.441
H -3.817 2.497 -0.725
H -4.958 3.523 0.198
H -3.403 4.199 -0.396
H -4.557 4.396 2.473
H -2.982 5.110 1.996
H -3.094 4.088 3.447
C -5.852 -9.165 0.351
S -5.117 -7.651 0.977
O -5.543 -6.565 0.057
C -3.426 -8.060 0.541
H -6.928 -9.086 0.487
H -5.617 -9.265 -0.709
H -5.470 -10.014 0.917
H -3.365 -8.240 -0.532
H -3.113 -8.939 1.106
H -2.805 -7.206 0.800
C 5.365 0.529 3.855
S 4.810 -0.905 4.771
O 3.319 -0.847 4.761
C 5.336 -0.307 6.377
H 5.088 0.392 2.810
H 4.891 1.423 4.260
H 6.447 0.617 3.942
H 4.863 0.656 6.574
H 6.420 -0.204 6.383
H 5.027 -1.042 7.118
C -4.200 4.221 6.373
S -5.689 4.411 5.385
O -5.988 5.866 5.337
C -6.803 3.691 6.597
H -3.376 4.660 5.815
H -4.327 4.748 7.319
H -4.009 3.161 6.539
H -6.739 4.256 7.526
H -6.536 2.646 6.756
H -7.810 3.754 6.191
C 4.133 -4.521 -6.904
S 3.906 -3.456 -5.476
O 2.472 -3.065 -5.466
C 4.811 -2.053 -6.135
H 3.592 -5.445 -6.711
H 3.727 -4.029 -7.788
H 5.194 -4.735 -7.031
H 4.356 -1.740 -7.074
H 5.855 -2.332 -6.283
H 4.745 -1.250 -5.404
C -2.613 1.261 -9.610
S -1.100 0.929 -10.509
O -0.443 2.239 -10.763
C -1.897 0.448 -12.047
H -2.335 1.612 -8.620
H -3.187 2.024 -10.136
H -3.179 0.336 -9.505
H -2.519 1.270 -12.400
H -2.495 -0.447 -11.878
H -1.113 0.238 -12.771
C 6.193 4.796 3.249
S 7.022 4.333 4.773
O 6.154 3.315 5.440
C 6.743 5.890 5.616
H 6.217 3.933 2.586
H 5.160 5.070 3.466
H 6.729 5.627 2.792
H 5.671 6.081 5.667
H 7.264 6.679 5.077
H 7.154 5.797 6.618
C 12.421 5.412 4.667
S 10.808 4.889 5.255
O 9.812 5.757 4.571
C 10.992 5.533 6.921
H 12.488 5.141 3.616
H 12.511 6.492 4.780
H 13.196 4.895 5.231
H 11.183 6.604 6.874
H 11.809 5.013 7.421
H 10.060 5.343 7.450
C -6.249 -1.354 -5.659
S -5.589 -1.465 -3.993
O -6.607 -2.173 -3.170
C -5.741 0.280 -3.602
H -6.280 -2.364 -6.062
H -7.255 -0.935 -5.623
H -5.586 -0.738 -6.266
H -6.783 0.585 -3.703
H -5.099 0.856 -4.270
H -5.412 0.403 -2.573
*
```

The calculation puts the energy at -9921.70241 a.u. The frontier orbital gap is 8.37 eV. The HOMO energy comes out at -8.11 eV.

=====

Record 3
The following is a quantum chemistry calculation of a structure of composition C28H77CrF2N7O11PdS in a non-equilibrium geometry, from the OMol25 dataset.

The geometry in ORCA input format:
```
! wB97M-V def2-TZVPD RIJCOSX def2/J DEFGRID3
* xyz 1 6
Cr -1.804 1.736 -1.795
Pd -1.259 2.638 1.820
F -2.523 2.614 -0.104
F -0.948 3.569 -2.250
S -0.702 0.036 -0.019
O 0.154 -1.144 -0.083
O -1.951 0.026 -0.786
O -0.892 0.642 1.324
O -0.133 1.216 -0.699
C 3.184 -2.866 -0.290
C 3.805 -1.596 -0.860
C 4.516 -1.799 -2.178
O 3.633 -1.961 -3.252
C 4.313 -2.185 -4.465
N 2.791 -0.616 -0.936
H 2.423 -2.777 0.485
H 3.977 -3.545 0.023
H 2.657 -3.258 -1.160
H 4.467 -1.191 -0.094
H 5.173 -2.652 -2.009
H 5.081 -0.911 -2.461
H 4.984 -3.042 -4.526
H 4.993 -1.371 -4.717
H 3.469 -2.334 -5.138
H 2.094 -0.765 -0.221
H 2.282 -0.839 -1.780
C -4.245 5.097 4.057
C -3.324 3.910 3.854
C -4.002 2.649 3.289
O -3.012 1.624 2.967
C -3.591 0.292 2.909
N -2.255 4.430 2.988
H -4.960 4.973 4.870
H -4.737 5.184 3.088
H -3.750 6.053 4.230
H -2.799 3.717 4.790
H -4.551 2.863 2.372
H -4.744 2.254 3.983
H -2.868 -0.523 2.920
H -4.343 0.133 2.136
H -4.132 0.171 3.848
H -1.642 5.013 3.540
H -2.729 5.193 2.526
C 0.111 0.932 4.934
C 0.348 2.408 4.800
C 1.693 2.909 5.341
O 1.828 4.339 5.093
C 2.902 5.011 5.728
N 0.275 2.793 3.376
H 0.884 0.365 4.415
H -0.826 0.642 4.459
H 0.086 0.601 5.972
H -0.446 2.945 5.319
H 2.512 2.419 4.815
H 1.731 2.632 6.394
H 2.982 4.728 6.777
H 2.634 6.067 5.738
H 3.864 5.022 5.215
H 1.008 2.269 2.919
H 0.706 3.706 3.399
C -1.529 -4.937 0.189
C -2.175 -3.565 0.634
C -3.533 -3.619 1.358
O -4.565 -4.269 0.641
C -4.973 -3.692 -0.627
N -1.152 -3.051 1.519
H -1.524 -5.756 0.908
H -0.646 -4.858 -0.445
H -2.199 -5.339 -0.571
H -2.248 -2.821 -0.160
H -3.928 -2.666 1.710
H -3.357 -4.203 2.261
H -5.658 -2.899 -0.324
H -5.473 -4.386 -1.302
H -4.117 -3.258 -1.143
H -1.396 -2.124 1.838
H -0.468 -2.694 0.867
C 0.693 -3.981 -3.185
C -0.106 -2.709 -3.583
C -1.659 -2.737 -3.187
O -2.214 -1.724 -3.983
C -3.597 -1.604 -3.812
N 0.595 -1.596 -2.938
H 1.721 -3.876 -3.534
H 0.334 -4.901 -3.647
H 0.750 -3.993 -2.097
H -0.054 -2.554 -4.661
H -1.854 -2.676 -2.116
H -2.028 -3.689 -3.567
H -4.132 -2.552 -3.753
H -3.900 -1.097 -4.728
H -3.785 -0.896 -3.005
H 0.494 -1.712 -1.940
H 1.566 -1.739 -3.175
C 4.036 2.686 2.046
C 3.179 1.699 1.349
C 2.899 0.434 2.112
O 4.031 -0.348 2.171
C 3.961 -1.504 2.988
N 1.986 2.397 0.888
H 4.230 3.477 1.322
H 4.999 2.212 2.239
H 3.740 2.984 3.051
H 3.714 1.334 0.472
H 2.098 -0.140 1.645
H 2.550 0.742 3.098
H 4.828 -2.162 2.928
H 3.077 -2.063 2.682
H 3.935 -1.127 4.011
H 2.251 3.157 0.278
H 1.614 1.801 0.163
C 1.252 1.494 -3.932
C -0.207 1.368 -4.416
C -0.219 0.486 -5.736
O -1.507 0.680 -6.289
C -1.562 0.191 -7.636
N -0.965 0.639 -3.386
H 1.332 2.197 -3.103
H 1.775 1.877 -4.808
H 1.730 0.555 -3.652
H -0.613 2.358 -4.628
H 0.042 -0.559 -5.566
H 0.592 0.734 -6.421
H -0.743 0.382 -8.329
H -2.469 0.687 -7.983
H -1.788 -0.874 -7.578
H -1.647 0.135 -3.934
H -0.405 -0.201 -3.374
*
```

The calculation puts the energy at -4093.87085 a.u. The frontier orbital gap (alpha / beta) is 6.72 / 6.26 eV. The HOMO energy (alpha / beta) comes out at -10.74 / -10.74 eV.

=====

The highest energy belongs to which entry?
C28H77CrF2N7O11PdS